Entry 1:
C20H28Br2FIN4O5P | wB97M-V/def2-TZVPD

**Net charge**: +1
**HOMO energy**: -11.40 eV
**Gap between HOMO and LUMO**: 7.008 eV

Cartesian coordinates (Å):
I (-0.32, -1.36, 6.61)
Br (4.58, -4.49, 1.28)
Br (-1.72, 2.30, 2.89)
P (1.83, 0.20, 3.55)
F (-2.06, 0.94, -3.32)
O (0.71, 2.77, 1.83)
O (0.20, -3.30, 4.47)
O (-3.76, -0.94, -0.17)
O (2.90, -0.33, 4.43)
O (1.86, -4.03, 1.20)
N (0.97, -1.12, 2.75)
N (1.90, -1.28, 0.64)
N (5.06, 2.85, -0.09)
N (-0.28, -0.31, 0.82)
C (4.28, 2.10, -1.10)
C (-0.38, -1.33, 3.35)
C (-3.39, 0.27, 0.67)
C (-5.30, 1.99, -4.58)
C (-2.69, -1.13, 0.74)
C (3.06, -1.95, 1.25)
C (1.93, -1.14, -0.83)
C (2.64, 0.15, -1.39)
C (-3.97, 2.05, -4.16)
C (-0.21, 1.10, 0.45)
C (-0.23, 2.10, 1.65)
C (-5.34, -0.37, -4.12)
C (0.88, -0.90, 1.34)
C (-0.12, -2.20, 4.65)
C (-3.35, 0.89, -3.73)
C (-1.21, -1.17, 0.07)
C (-5.98, 0.78, -4.56)
C (3.70, 0.80, -0.45)
C (2.88, -3.49, 1.23)
C (-4.02, -0.32, -3.71)
H (-4.19, 0.40, 1.41)
H (3.31, -1.60, 2.27)
H (0.86, 1.00, 4.21)
H (-3.50, -1.21, -3.37)
H (3.94, -1.72, 0.61)
H (3.17, -0.16, -2.31)
H (4.57, 0.11, -0.37)
H (-2.86, -1.74, 1.67)
H (4.93, 1.86, -1.97)
H (-1.45, -0.72, -0.92)
H (-3.43, 2.98, -4.16)
H (-5.79, 2.89, -4.92)
H (0.69, 1.36, -0.14)
H (-0.95, -2.24, 0.00)
H (5.63, 3.54, -0.57)
H (-5.88, -1.31, -4.10)
H (0.95, -1.23, -1.33)
H (-0.96, -2.00, 2.69)
H (-1.08, 1.37, -0.18)
H (2.53, -2.00, -1.20)
H (1.92, 0.93, -1.72)
H (2.46, 1.00, 2.56)
H (-7.01, 0.74, -4.88)
H (4.39, 3.32, 0.51)
H (3.35, 0.98, 0.59)
H (-0.92, -0.39, 3.57)
H (-3.13, 0.98, -0.13)
H (3.43, 2.70, -1.51)

---

Entry 2:
C20H28BrCl2IrNO2Si2 | wB97M-V/def2-TZVPD

**Net charge**: +2
**Multiplicity**: 6
**HOMO energy (alpha / beta)**: -14.44 / -14.37 eV
**Gap between HOMO and LUMO (alpha / beta)**: 8.142 / 3.829 eV

Cartesian coordinates (Å):
Ir (-1.16, 0.74, -0.80)
Br (-2.13, -1.47, -2.03)
Cl (-3.84, 5.16, -0.80)
Cl (-2.16, 2.94, -1.66)
Si (1.94, -1.24, -0.97)
Si (1.89, 2.05, -0.96)
O (-5.25, -0.15, 0.37)
O (-3.10, 0.50, 0.32)
N (-0.47, 0.49, 1.43)
C (1.07, 0.38, -0.28)
C (1.57, -1.34, -2.83)
C (-0.07, 0.37, 3.75)
C (-3.62, -1.81, 0.44)
C (-2.48, -3.76, -0.36)
C (3.78, 2.08, -0.97)
C (-4.07, -2.51, 1.54)
C (3.79, -1.48, -0.64)
C (-2.91, -4.46, 0.75)
C (0.96, -2.54, 0.07)
C (1.28, 0.21, 3.51)
C (1.75, 0.20, 2.20)
C (-0.93, 0.51, 2.67)
C (0.83, 0.35, 1.16)
C (1.16, 3.29, 0.31)
C (-3.70, -3.84, 1.70)
C (-2.17, 4.56, -0.93)
C (-4.06, -0.29, 0.35)
C (1.14, 2.22, -2.70)
C (-2.82, -2.43, -0.51)
H (1.05, 3.26, -2.98)
H (1.73, 3.27, 1.23)
H (2.42, -1.00, -3.42)
H (-1.88, -4.25, -1.12)
H (1.78, 1.75, -3.44)
H (0.15, 1.76, -2.79)
H (4.22, 1.75, -0.04)
H (-1.73, 4.48, 0.06)
H (2.79, 0.10, 1.98)
H (-4.71, -2.02, 2.26)
H (4.05, -2.52, -0.87)
H (-1.59, 5.22, -1.58)
H (4.42, -0.86, -1.27)
H (1.97, 0.10, 4.33)
H (0.70, -0.78, -3.14)
H (-1.99, 0.64, 2.80)
H (-0.05, -2.23, 0.29)
H (-4.03, -4.37, 2.58)
H (4.19, 1.49, -1.78)
H (-2.63, -5.49, 0.88)
H (1.48, -2.74, 1.00)
H (4.09, -1.31, 0.39)
H (4.11, 3.11, -1.13)
H (0.92, -3.46, -0.50)
H (-0.46, 0.38, 4.76)
H (1.22, 4.29, -0.08)
H (0.12, 3.06, 0.54)
H (1.40, -2.38, -3.09)

---

Entry 3:
C20H28CdF3O2 | wB97M-V/def2-TZVPD

**Energy relative to the best compared isomer or geometry (same formula, charge and spin)**: 0.263 eV
**Net charge**: -1
**HOMO energy**: -3.49 eV
**Gap between HOMO and LUMO**: 5.574 eV

Cartesian coordinates (Å):
Cd (-0.70, -0.14, -0.44)
F (-1.31, 1.04, 2.41)
F (-2.39, -0.84, 2.10)
F (-3.04, 0.98, 1.05)
O (-3.95, -3.05, -5.11)
O (-2.82, -1.19, -1.58)
C (-3.73, -3.26, -2.22)
C (0.81, 1.45, -2.33)
C (1.81, 1.81, -1.41)
C (-1.92, 0.27, 1.44)
C (1.03, -0.90, 1.41)
C (-4.49, -2.36, -7.41)
C (-5.18, -4.46, -6.29)
C (-2.26, -3.26, -2.67)
C (2.18, -1.92, -0.30)
C (-0.47, 1.74, -1.72)
C (-2.74, -4.12, -6.97)
C (-4.02, -3.46, -6.50)
C (2.26, -0.92, 0.70)
C (-2.02, -1.76, -2.69)
C (1.21, 2.40, -0.27)
C (0.90, -2.52, -0.25)
C (-5.02, -4.05, -4.84)
C (-0.20, 2.33, -0.42)
C (0.16, -1.89, 0.81)
C (-3.86, -2.13, -1.23)
H (-4.71, -2.79, -8.39)
H (-3.73, -1.59, -7.54)
H (-2.43, -4.90, -6.26)
H (-2.12, -3.69, -3.67)
H (-1.43, 1.80, -2.25)
H (-2.91, -4.57, -7.96)
H (2.89, 1.70, -1.56)
H (-1.66, -3.83, -1.95)
H (1.73, 2.89, 0.56)
H (-4.18, -4.22, -1.94)
H (-4.98, -5.50, -6.50)
H (-4.66, -4.86, -4.19)
H (-0.94, 2.77, 0.24)
H (3.13, -0.30, 0.91)
H (-2.42, -1.34, -3.64)
H (3.00, -2.24, -0.94)
H (-6.12, -4.11, -6.73)
H (-0.96, -1.46, -2.58)
H (-4.26, -2.89, -3.11)
H (0.54, -3.36, -0.85)
H (-5.90, -3.55, -4.41)
H (0.95, 1.12, -3.35)
H (-1.94, -3.38, -7.06)
H (-0.74, -2.28, 1.27)
H (-4.83, -1.59, -1.28)
H (0.80, -0.33, 2.31)
H (-5.39, -1.91, -6.99)
H (-3.71, -2.47, -0.19)

---

Q: Which value of net charge does entry 2 give?
A: +2

---

Q: Which of these has the lowest net charge?
A: C20H28CdF3O2

---

Q: Which value of net charge does entry 1 give?
A: +1